Computed, not measured: a structure of composition C3H2N2O2, with ωB97M-V/def2-TZVPD.

Geometry as XYZ:
```
9
Properties=species:S:1:pos:R:3:forces:R:3
O -0.695356 1.039440 0.211130 -0.05 -0.21 0.16
O -0.290182 -0.496658 1.830217 -0.04 0.28 -0.21
N 0.487282 -0.193581 -2.326997 0.13 -0.04 0.96
N 1.373946 -0.819826 1.142125 0.02 0.12 -0.79
C 0.740483 -0.310597 -1.171957 -0.02 -0.05 -0.77
C -0.921256 0.490764 1.295554 0.00 -0.02 -0.06
C 1.421459 -0.638312 -0.056169 -0.13 -0.10 0.65
H -1.761863 0.846899 1.930613 0.10 -0.05 -0.12
H -0.341742 0.056806 -2.847775 -0.01 0.07 0.20
```
Positions in Å, forces in eV/Å.

Energy above the lowest of the compared OMol25 structures with the same formula, charge and spin, eV: 4.585
LUMO level (alpha / beta), eV: -1.19 / -1.19
HOMO-LUMO gap (alpha / beta), eV: 7.92 / 7.92
Maximum force, eV/Å: 0.965
Total energy, eV: -10213.6037

Here are the Löwdin charges for atoms 1 to 6, given in e: number 1, O, carries -0.045; number 2, O, carries -0.070; number 3, N, carries 0.277; number 4, N, carries 0.229; number 5, C, carries -0.088; number 6, C, carries -0.439